Molecular formula: C72H63BrNO22
Method: DFT, ωB97M-V/def2-TZVPD

LUMO level (alpha / beta) = -1.830 / -1.830 eV
<S²> = 0.754
HOMO-LUMO gap (alpha / beta) = 6.9 / 7.9 eV
highest occupied orbital energy (alpha / beta) = -8.7 / -9.7 eV
E = -7065.0539 hartree

The geometry in ORCA input format:
```
! wB97M-V def2-TZVPD RIJCOSX def2/J DEFGRID3
* xyz 0 2
C 1.45 0.32 3.91
C -0.03 0.06 4.29
C -0.68 -0.61 3.10
O -2.03 -0.93 3.43
C -2.95 -0.97 2.40
Br -2.16 -2.07 0.87
C -3.26 0.39 1.80
C -4.34 1.14 2.57
C -3.88 1.62 3.96
C -4.65 2.40 1.75
N -5.58 0.34 2.60
O -6.59 1.00 3.05
C -5.48 -1.01 3.21
C -6.63 -1.84 2.60
C -5.72 -1.02 4.72
C -4.17 -1.77 2.89
H 2.15 -0.16 4.60
H 1.62 1.39 3.85
H 1.62 -0.08 2.91
H -0.52 0.99 4.56
H -0.05 -0.66 5.10
H -0.11 -1.51 2.90
H -0.62 0.08 2.26
H -3.54 0.27 0.76
H -2.38 1.03 1.81
H -3.03 1.07 4.35
H -3.59 2.66 3.88
H -4.70 1.59 4.66
H -5.25 3.10 2.31
H -5.22 2.10 0.87
H -3.73 2.86 1.40
H -7.56 -1.28 2.61
H -6.38 -2.05 1.57
H -6.72 -2.79 3.11
H -6.71 -0.65 4.97
H -5.69 -2.06 5.02
H -4.93 -0.53 5.28
H -4.38 -2.56 2.19
H -3.84 -2.25 3.80
C 3.57 3.75 2.21
C 4.90 3.79 2.11
C 5.74 4.25 3.23
O 6.95 4.29 3.14
C 5.06 4.66 4.48
C 3.73 4.62 4.59
C 2.88 4.16 3.46
O 1.67 4.12 3.55
H 2.94 3.42 1.39
H 5.42 3.50 1.20
H 5.69 4.99 5.29
H 3.21 4.91 5.49
C 3.72 2.18 -2.76
C 4.66 1.66 -3.55
C 5.70 0.76 -3.01
O 6.56 0.28 -3.73
C 5.66 0.46 -1.56
C 4.73 0.98 -0.77
C 3.68 1.88 -1.31
O 2.82 2.36 -0.60
H 2.95 2.84 -3.14
H 4.70 1.87 -4.61
H 6.43 -0.20 -1.18
H 4.68 0.77 0.29
C 5.70 2.76 -8.18
C 6.56 3.59 -8.76
C 6.44 5.06 -8.57
O 7.22 5.82 -9.10
C 5.33 5.56 -7.72
C 4.47 4.73 -7.15
C 4.59 3.26 -7.33
O 3.80 2.51 -6.80
H 5.76 1.68 -8.29
H 7.37 3.24 -9.38
H 5.27 6.64 -7.61
H 3.65 5.07 -6.52
C -4.74 -8.26 0.97
C -5.06 -7.54 2.04
C -4.97 -6.06 2.03
O -5.26 -5.40 3.00
C -4.50 -5.41 0.78
C -4.18 -6.13 -0.29
C -4.27 -7.61 -0.28
O -3.98 -8.27 -1.26
H -4.80 -9.34 0.95
H -5.41 -8.00 2.96
H -4.44 -4.33 0.80
H -3.83 -5.67 -1.21
C -5.12 -10.88 -6.59
C -5.07 -11.93 -5.78
C -4.77 -11.78 -4.33
O -4.72 -12.74 -3.59
C -4.53 -10.40 -3.83
C -4.58 -9.35 -4.64
C -4.88 -9.51 -6.09
O -4.92 -8.55 -6.83
H -5.33 -10.98 -7.65
H -5.24 -12.95 -6.13
H -4.31 -10.30 -2.78
H -4.40 -8.34 -4.29
C 6.84 -0.55 -11.98
C 6.09 -0.97 -13.00
C 4.85 -0.26 -13.39
O 4.16 -0.65 -14.31
C 4.48 0.95 -12.61
C 5.23 1.37 -11.60
C 6.47 0.66 -11.21
O 7.16 1.05 -10.28
H 7.75 -1.05 -11.68
H 6.34 -1.85 -13.58
H 3.57 1.45 -12.91
H 4.97 2.25 -11.02
C 0.26 0.01 8.44
C 1.15 0.83 7.90
C 1.05 2.30 8.08
O 1.87 3.05 7.58
C -0.08 2.82 8.88
C -0.98 2.00 9.42
C -0.88 0.53 9.24
O -1.70 -0.22 9.73
H 0.31 -1.06 8.32
H 1.99 0.47 7.31
H -0.14 3.90 8.99
H -1.81 2.37 10.00
C -2.81 7.15 9.77
C -2.67 8.25 10.51
C -1.77 8.27 11.69
O -1.65 9.27 12.37
C -1.03 7.03 12.01
C -1.17 5.93 11.26
C -2.07 5.91 10.08
O -2.19 4.91 9.40
H -3.46 7.11 8.90
H -3.21 9.16 10.29
H -0.38 7.06 12.87
H -0.63 5.01 11.48
C -1.10 3.61 -4.40
C -1.91 2.57 -4.50
C -1.56 1.39 -5.34
O -2.30 0.44 -5.43
C -0.26 1.43 -6.05
C 0.56 2.47 -5.95
C 0.20 3.65 -5.11
O 0.95 4.60 -5.01
H -1.34 4.48 -3.79
H -2.87 2.52 -3.99
H -0.02 0.56 -6.65
H 1.51 2.52 -6.46
C 3.70 -4.13 -0.78
C 3.79 -3.42 -1.90
C 2.71 -2.48 -2.29
O 2.79 -1.83 -3.31
C 1.55 -2.34 -1.38
C 1.47 -3.05 -0.26
C 2.54 -4.00 0.13
O 2.47 -4.64 1.16
H 4.47 -4.83 -0.48
H 4.63 -3.50 -2.58
H 0.78 -1.64 -1.68
H 0.63 -2.95 0.42
*
```